(1)
Here is a 12-piece molecular cluster, C32H88O12 overall in a non-equilibrium geometry from the OMol25 dataset. Energies are from the ωB97M-V functional and the def2-TZVPD basis.

The geometry in XYZ format:
```
132
Properties=species:S:1:pos:R:3:lowdin_charge:R:1
C 6.062 15.480 23.372 -0.06
C 4.593 15.818 23.295 -0.53
C 4.094 15.578 21.846 -0.04
O 3.875 15.083 24.190 -0.02
H 6.380 14.480 23.079 0.08
H 6.383 15.522 24.413 0.08
H 6.696 16.127 22.766 0.08
H 4.514 16.868 23.578 0.13
H 4.042 14.494 21.748 0.07
H 4.809 15.855 21.071 0.05
H 3.174 16.127 21.642 0.07
H 2.931 15.259 24.213 0.10
C 8.109 15.359 14.579 -0.03
C 6.748 14.854 14.997 -0.47
C 5.909 14.121 14.015 -0.05
O 6.920 13.966 16.107 -0.09
H 8.828 14.544 14.502 0.08
H 8.514 16.147 15.214 0.07
H 8.106 15.705 13.545 0.08
H 6.182 15.717 15.347 0.11
H 6.441 13.402 13.392 0.09
H 5.430 14.767 13.278 0.08
H 5.104 13.556 14.484 0.06
H 6.089 13.723 16.523 0.03
C 2.314 13.007 15.015 -0.04
C 1.864 13.653 13.628 -0.48
C 1.296 12.539 12.646 -0.04
O 0.958 14.651 13.816 -0.03
H 2.654 13.698 15.786 0.04
H 3.176 12.381 14.785 0.07
H 1.537 12.352 15.408 0.08
H 2.745 14.089 13.158 0.11
H 2.080 11.915 12.218 0.07
H 0.877 13.049 11.779 0.07
H 0.604 11.897 13.191 0.07
H 0.768 14.716 14.755 0.08
C 4.697 16.920 17.821 -0.04
C 3.287 16.843 17.222 -0.42
C 3.372 16.787 15.696 -0.05
O 2.695 15.598 17.601 -0.07
H 5.249 17.828 17.576 0.09
H 5.304 16.061 17.537 0.06
H 4.758 16.952 18.909 0.06
H 2.603 17.659 17.456 0.14
H 3.895 17.631 15.246 0.09
H 2.337 16.826 15.356 0.08
H 3.825 15.897 15.258 0.07
H 1.857 15.486 17.146 0.09
C 6.907 5.909 14.458 -0.05
C 5.792 6.719 15.094 -0.55
C 6.099 7.319 16.459 -0.05
O 5.439 7.774 14.281 -0.04
H 7.802 6.521 14.345 0.08
H 6.627 5.501 13.486 0.08
H 7.170 5.089 15.126 0.08
H 4.932 6.062 15.228 0.13
H 6.483 6.507 17.077 0.07
H 5.174 7.735 16.859 0.07
H 6.831 8.123 16.389 0.09
H 4.524 7.942 14.516 0.09
C 5.858 6.568 20.021 -0.06
C 5.746 7.475 21.248 -0.51
C 5.344 8.866 20.882 -0.04
O 4.824 6.907 22.162 -0.04
H 6.263 5.586 20.267 0.08
H 6.522 6.876 19.214 0.05
H 4.909 6.356 19.528 0.08
H 6.730 7.439 21.715 0.12
H 4.434 8.977 20.293 0.06
H 6.198 9.246 20.321 0.07
H 5.238 9.392 21.831 0.09
H 5.102 5.993 22.262 0.08
C 8.478 16.614 18.309 -0.06
C 7.880 16.126 19.586 -0.47
C 7.464 14.593 19.585 0.00
O 8.858 16.223 20.600 -0.06
H 7.750 16.676 17.501 0.06
H 9.385 16.101 17.989 0.09
H 8.776 17.645 18.500 0.08
H 7.122 16.862 19.856 0.12
H 6.845 14.354 18.721 0.05
H 7.049 14.139 20.485 0.06
H 8.361 13.987 19.457 0.06
H 9.131 17.139 20.693 0.09
C 5.185 11.346 17.467 -0.01
C 4.226 12.418 17.982 -0.48
C 4.038 12.415 19.486 -0.02
O 4.765 13.642 17.639 -0.08
H 5.182 11.331 16.377 0.08
H 4.884 10.374 17.857 0.07
H 6.220 11.501 17.774 0.08
H 3.257 12.354 17.487 0.12
H 3.814 11.435 19.908 0.07
H 3.234 13.120 19.697 0.06
H 4.906 12.764 20.046 0.08
H 4.042 14.270 17.711 0.05
C 1.402 9.166 19.363 -0.10
C 0.090 8.647 19.830 -0.33
O 0.047 8.857 21.221 -0.08
H 1.519 9.295 18.287 0.08
H 2.145 8.459 19.731 0.07
H 1.591 10.157 19.777 0.06
H 0.031 7.579 19.619 0.12
H -0.697 9.184 19.300 0.12
H 0.695 8.326 21.691 0.10
C 11.075 11.960 16.617 -0.07
C 9.778 12.681 17.027 -0.30
O 8.695 11.919 16.557 -0.10
H 11.324 12.029 15.558 0.07
H 11.134 10.886 16.794 0.07
H 11.975 12.393 17.053 0.07
H 9.760 13.723 16.708 0.10
H 9.673 12.756 18.110 0.08
H 7.975 12.504 16.313 0.04
C 9.286 9.014 20.467 -0.07
C 9.023 10.163 19.476 -0.31
O 9.207 9.760 18.129 -0.10
H 9.501 9.291 21.499 0.07
H 10.254 8.562 20.252 0.07
H 8.515 8.244 20.503 0.04
H 9.790 10.933 19.558 0.10
H 8.057 10.648 19.610 0.09
H 9.008 10.506 17.558 0.01
C 0.333 13.928 20.802 -0.08
C -0.106 12.608 21.344 -0.34
O -0.414 11.652 20.360 -0.08
H -0.484 14.431 20.285 0.07
H 1.147 13.787 20.091 0.06
H 0.608 14.568 21.640 0.07
H -0.926 12.636 22.062 0.11
H 0.722 12.181 21.909 0.11
H -0.226 10.790 20.737 0.02
```

Calculated values
LUMO energy = 0.008 Eh
orbital gap = 9.5 eV
SMILES = CC(C)O.CC(C)O.CC(C)O.CC(C)O.CC(C)O.CC(C)O.CC(C)O.CC(C)O.CCO.CCO.CCO.CCO
DFT total energy = -59178.5167 eV
energy above the lowest of the compared OMol25 structures with the same formula, charge and spin = 64.0 kcal per mole
highest occupied orbital energy = -9.325 eV

(2)
Here is a 2-piece molecular cluster, C5H14 overall in a non-equilibrium geometry from the OMol25 dataset. Energies are from the ωB97M-V functional and the def2-TZVPD basis.

The geometry in XYZ format:
```
19
Properties=species:S:1:pos:R:3:lowdin_charge:R:1
C 0.082 1.197 -1.913 -0.11
C 0.443 1.294 -0.426 -0.33
C 1.788 0.638 -0.066 -0.12
H 0.396 0.196 -2.244 0.07
H 0.682 1.903 -2.461 0.06
H -0.985 1.305 -2.115 0.07
H 0.422 2.348 -0.094 0.10
H -0.349 0.850 0.186 0.05
H 1.918 -0.284 -0.622 0.06
H 2.546 1.395 -0.267 0.07
H 1.727 0.480 1.014 0.06
C -1.852 -1.220 1.160 -0.17
C -0.406 -1.748 1.184 -0.16
H -2.492 -1.640 0.380 0.06
H -2.455 -1.532 2.031 0.06
H -1.889 -0.130 1.131 0.05
H -0.257 -2.741 1.613 0.06
H 0.297 -1.158 1.746 0.05
H -0.222 -1.911 0.109 0.07
```

Calculated values
LUMO energy = 0.042 Eh
orbital gap = 12.3 eV
SMILES = CCC.CC
DFT total energy = -5411.5219 eV
energy above the lowest of the compared OMol25 structures with the same formula, charge and spin = 12.2 kcal per mole
highest occupied orbital energy = -11.166 eV

(3)
Here is H3NO2Si as an isolated structure in a non-equilibrium geometry from the OMol25 dataset. Energies are from the ωB97M-V functional and the def2-TZVPD basis.

The geometry in XYZ format:
```
7
Properties=species:S:1:pos:R:3:lowdin_charge:R:1
N -1.359 -0.012 0.004 0.06
O -0.056 -1.239 0.247 -0.29
O -0.484 1.029 -0.157 -0.30
Si 0.888 0.007 -0.262 0.52
H -1.701 -0.206 0.896 0.07
H 1.652 0.318 0.869 -0.03
H 1.060 0.104 -1.597 -0.04
```

Calculated values
LUMO energy = -0.017 Eh
orbital gap = 9.3 eV
DFT total energy = -13507.5245 eV
energy above the lowest of the compared OMol25 structures with the same formula, charge and spin = 17.5 kcal per mole
highest occupied orbital energy = -9.718 eV

(4)
Here is one molecule with the formula C3H6N2S2 in a non-equilibrium geometry from the OMol25 dataset. Energies are from the ωB97M-V functional and the def2-TZVPD basis.

The geometry in XYZ format:
```
13
Properties=species:S:1:pos:R:3:lowdin_charge:R:1
C -0.279 1.295 -0.405 -0.43
C -0.485 -0.228 -0.688 -0.59
C -0.770 -0.994 0.786 -0.08
N 0.526 -0.796 -1.316 0.13
N 1.941 0.139 -0.156 -0.97
S 3.369 -0.523 0.141 0.62
S 1.325 1.607 0.356 0.88
H -0.405 1.895 -1.290 0.07
H -0.946 1.635 0.362 0.06
H -1.523 -0.299 -1.059 0.15
H -0.115 -0.730 1.626 0.05
H -0.728 -2.012 0.533 0.02
H -1.911 -0.989 1.111 0.09
```

Calculated values
LUMO energy (alpha / beta) = -0.060 / -0.058 Eh
orbital gap (alpha / beta) = 6.2 / 6.5 eV
DFT total energy = -27852.5857 eV
energy above the lowest of the compared OMol25 structures with the same formula, charge and spin = 150.1 kcal per mole
highest occupied orbital energy (alpha / beta) = -7.844 / -8.074 eV

(5)
Here is one molecule with the formula C27H30F4N6O3 in a non-equilibrium geometry from the OMol25 dataset. Energies are from the ωB97M-V functional and the def2-TZVPD basis.

The geometry in XYZ format:
```
70
Properties=species:S:1:pos:R:3:lowdin_charge:R:1
C 0.810 4.556 0.330 -0.07
C 1.647 3.647 1.227 -0.41
C 0.779 2.989 2.297 -0.07
C 2.477 2.628 0.428 -0.11
C 1.690 1.698 -0.496 -0.15
C 2.590 1.028 -1.555 -0.45
O 2.383 1.172 -2.742 0.08
N 3.583 0.284 -1.043 0.10
C 4.355 -0.609 -1.870 -0.10
C 4.302 -2.044 -1.340 -0.31
C 5.036 -2.249 0.008 -0.11
C 4.016 -2.996 0.878 -0.14
C 2.990 -3.459 -0.159 -0.20
O 2.952 -2.428 -1.120 -0.12
N 0.915 0.635 0.163 0.07
C 1.412 -0.131 1.151 -0.41
O 2.550 -0.061 1.581 0.04
C 0.451 -1.143 1.800 0.00
N -0.920 -0.753 1.795 -0.19
N -1.370 0.342 2.356 0.09
N -2.628 0.398 2.127 0.11
C -2.946 -0.699 1.406 -0.31
C -4.270 -0.982 0.899 -0.19
C -4.485 -2.090 0.082 -0.03
C -5.742 -2.335 -0.432 0.00
C -6.771 -1.462 -0.121 -0.27
F -7.998 -1.702 -0.621 0.06
C -6.580 -0.356 0.689 0.00
C -5.321 -0.117 1.200 -0.02
N -1.864 -1.445 1.194 0.20
C -0.214 0.223 -0.599 -0.21
C -0.158 -0.978 -1.299 0.01
C -1.239 -1.384 -2.058 -0.03
C -2.375 -0.598 -2.136 -0.01
C -2.414 0.610 -1.454 -0.11
C -3.626 1.492 -1.566 -0.58
F -4.746 0.804 -1.832 0.14
F -3.497 2.395 -2.558 0.15
F -3.864 2.197 -0.452 0.14
C -1.335 1.036 -0.694 0.05
H -0.032 4.023 -0.106 0.06
H 1.414 4.966 -0.477 0.08
H 0.408 5.382 0.911 0.08
H 2.382 4.279 1.742 0.13
H -0.035 2.415 1.864 0.04
H 0.342 3.748 2.940 0.08
H 1.374 2.322 2.916 0.08
H 3.166 3.180 -0.216 0.13
H 3.072 2.045 1.130 0.11
H 0.965 2.292 -1.061 0.14
H 3.618 0.144 -0.039 0.11
H 5.402 -0.288 -1.914 0.13
H 3.926 -0.559 -2.873 0.13
H 4.741 -2.708 -2.101 0.15
H 5.313 -1.297 0.457 0.11
H 5.943 -2.833 -0.141 0.11
H 4.451 -3.829 1.424 0.11
H 3.550 -2.310 1.583 0.09
H 1.983 -3.595 0.237 0.11
H 3.315 -4.399 -0.630 0.13
H 0.795 -1.269 2.831 0.15
H 0.522 -2.101 1.280 0.13
H -3.657 -2.745 -0.141 0.11
H -5.935 -3.184 -1.068 0.12
H -7.408 0.301 0.902 0.12
H -5.128 0.741 1.825 0.11
H 0.743 -1.574 -1.260 0.11
H -1.193 -2.316 -2.600 0.11
H -3.227 -0.912 -2.719 0.13
H -1.385 1.973 -0.159 0.13
```

Calculated values
LUMO energy = 0.016 Eh
orbital gap = 9.4 eV
SMILES = CC(C)C[C@@H](C(=O)NC[C@H]1CCCO1)N(C(=O)Cn1nnc(-c2ccc(F)cc2)n1)c1cccc(C(F)(F)F)c1
DFT total energy = -54440.1732 eV
energy above the lowest of the compared OMol25 structures with the same formula, charge and spin = 3.6 kcal per mole
highest occupied orbital energy = -8.978 eV

(6)
Here is one molecule with the formula C2H2N4O2 in a non-equilibrium geometry from the OMol25 dataset. Energies are from the ωB97M-V functional and the def2-TZVPD basis.

The geometry in XYZ format:
```
10
Properties=species:S:1:pos:R:3:lowdin_charge:R:1
O 2.695 0.274 0.294 -0.10
N 1.610 -0.638 -0.035 0.07
C 0.492 -0.218 -0.157 -0.53
N 0.014 1.123 -0.307 0.13
N -1.226 1.321 -0.013 0.03
N -2.143 0.299 0.305 0.08
C -1.651 -0.829 0.060 -0.10
O -0.299 -1.264 -0.167 0.10
H 2.193 1.200 -0.219 0.20
H -2.187 -1.728 0.140 0.12
```

Calculated values
LUMO energy = -0.059 Eh
orbital gap = 8.4 eV
SMILES = O/N=c1\nnnco1
DFT total energy = -12155.0582 eV
energy above the lowest of the compared OMol25 structures with the same formula, charge and spin = 177.3 kcal per mole
highest occupied orbital energy = -10.008 eV